DFT (ωB97M-V with the def2-TZVPD basis set) results for a cluster of 2 separate species, C3H5NO5 in total at a distorted geometry.

The geometry in ORCA input format:
```
! wB97M-V def2-TZVPD RIJCOSX def2/J DEFGRID3
* xyz 0 1
N 1.8868 1.1260 -2.6526
O 2.8606 1.1018 -3.3259
C -1.2456 -1.9932 1.2571
O -1.2906 -0.7347 0.5734
C -0.3612 0.1700 0.9732
O 0.2090 0.1613 2.0300
C -0.0752 1.1766 -0.1242
O 0.9198 0.4832 -0.7086
O 1.5541 2.1050 -1.8833
H -1.6486 -2.7027 0.5335
H -0.2188 -2.2552 1.5411
H -1.9118 -1.9678 2.1412
H -0.9629 1.2785 -0.7713
H 0.2843 2.0512 0.4165
*
```

Values from the calculation:
Gap between HOMO and LUMO (alpha / beta), eV: 7.64 / 8.97
Total energy, Eh: -548.0207

natural (NBO) charges, unit e, in atom order: number 1, N, carries 0.538; number 2, O, carries -0.188; number 3, C, carries -0.265; number 4, O, carries -0.508; number 5, C, carries 0.791; number 6, O, carries -0.554; number 7, C, carries -0.188; number 8, O, carries -0.319; number 9, O, carries -0.296; number 10, H, carries 0.197; number 11, H, carries 0.203; number 12, H, carries 0.191; number 13, H, carries 0.192; number 14, H, carries 0.206

=====

DFT (ωB97M-V with the def2-TZVPD basis set) results for a structure of composition C53H65IrN6O2P3S.

The geometry in ORCA input format:
```
! wB97M-V def2-TZVPD RIJCOSX def2/J DEFGRID3
* xyz 3 1
Ir -0.5060 0.8033 0.4865
O -1.9363 2.9870 2.4168
S -2.1061 2.2646 1.1707
C -3.6452 1.3847 1.1523
C -4.7385 1.9037 1.8314
C -5.9421 1.2226 1.7519
C -6.0344 0.0472 1.0129
C -4.9206 -0.4758 0.3742
C -3.6994 0.1885 0.4572
P -2.1668 -0.5231 -0.2176
C -2.4658 -0.6966 -1.9753
C -3.3223 0.2259 -2.5876
C -3.6016 0.1181 -3.9401
C -3.0229 -0.9018 -4.6878
C -2.1679 -1.8152 -4.0839
C -1.8915 -1.7183 -2.7284
C -2.1022 -2.1157 0.6164
C -2.8802 -3.1737 0.1384
C -3.0160 -4.3297 0.8912
C -2.3975 -4.4292 2.1320
C -1.6160 -3.3835 2.6034
C -1.4531 -2.2343 1.8436
C -2.3939 3.4594 -0.1167
C -3.4109 4.3954 0.0129
C -3.5082 5.4003 -0.9372
C -2.5956 5.4742 -1.9837
C -1.5835 4.5338 -2.1027
C -1.4800 3.5197 -1.1542
P -0.1703 2.2875 -1.1929
C 0.3920 2.2632 -2.8884
C 1.4257 3.1312 -3.2582
C 1.7604 3.2628 -4.5963
C 1.0761 2.5306 -5.5586
C 0.0481 1.6719 -5.1898
C -0.3044 1.5425 -3.8567
C 1.1480 2.8836 -0.1171
C 0.9674 3.9926 0.7275
C 1.9970 4.3993 1.5551
C 3.2071 3.7092 1.5517
C 3.3880 2.6030 0.7320
C 2.3607 2.1795 -0.0944
H -4.6450 2.7975 2.4346
H -6.8112 1.6054 2.2697
H -6.9789 -0.4768 0.9541
H -5.0050 -1.4094 -0.1654
H -3.7919 1.0134 -2.0097
H -4.2777 0.8202 -4.4089
H -3.2515 -0.9923 -5.7416
H -1.7287 -2.6145 -4.6658
H -1.2356 -2.4426 -2.2598
H -3.3793 -3.1068 -0.8207
H -3.6136 -5.1481 0.5132
H -2.5161 -5.3276 2.7228
H -1.1054 -3.4733 3.5536
H -0.8165 -1.4432 2.2209
H -4.1153 4.3577 0.8313
H -4.3011 6.1319 -0.8605
H -2.6760 6.2706 -2.7111
H -0.8850 4.5873 -2.9269
H 1.9597 3.7096 -2.5151
H 2.5561 3.9350 -4.8873
H 1.3423 2.6342 -6.6022
H -0.4841 1.1077 -5.9440
H -1.1112 0.8802 -3.5755
H 0.0375 4.5449 0.7238
H 1.8672 5.2646 2.1909
H 4.0164 4.0456 2.1869
H 4.3329 2.0756 0.7291
H 2.5021 1.3196 -0.7375
O 0.8393 -0.7321 -0.2812
P 2.0813 -1.5749 -0.6180
N 1.8015 -3.1677 -0.3341
C 0.5360 -3.9226 -0.2740
C 0.9444 -5.3959 -0.3601
C 2.2933 -5.3650 -1.0668
C 2.9379 -4.1187 -0.4859
N 2.6441 -1.6094 -2.1639
C 1.9003 -2.3445 -3.2061
C 1.3176 -1.2488 -4.0880
C 2.3801 -0.1336 -4.0437
C 3.3270 -0.5313 -2.8959
N 3.3791 -0.9882 0.1900
C 3.2693 -0.4628 1.5464
C 4.7190 -0.1443 1.9736
C 5.5715 -0.3738 0.7228
C 4.7784 -1.4099 -0.0523
H -0.1115 -3.6551 -1.1164
H 0.0053 -3.7253 0.6421
H 0.1988 -5.9895 -0.8858
H 1.0522 -5.8135 0.6428
H 2.1609 -5.2541 -2.1451
H 2.8931 -6.2560 -0.8930
H 3.7114 -3.7058 -1.1286
H 3.3744 -4.3315 0.4938
H 1.1719 -3.0271 -2.7742
H 2.6226 -2.9408 -3.7720
H 0.3728 -0.9001 -3.6670
H 1.1215 -1.6014 -5.0998
H 1.9238 0.8334 -3.8544
H 2.9288 -0.0542 -4.9805
H 3.6186 0.2795 -2.2302
H 4.2471 -0.9561 -3.3064
H 2.8123 -1.1916 2.2272
H 2.6313 0.4187 1.5340
H 5.0305 -0.8203 2.7692
H 4.8196 0.8691 2.3602
H 6.5728 -0.7233 0.9658
H 5.6770 0.5364 0.1291
H 4.9643 -2.4062 0.3543
H 5.0031 -1.4256 -1.1147
C -1.0359 -1.4185 5.3327
N -1.1658 -0.4391 4.2527
C -2.4719 -0.3337 3.6243
C -0.1541 0.4005 3.9281
N 0.0065 0.8510 2.6906
N 0.6540 0.7876 4.9521
C 1.9598 1.3784 4.7372
C 0.0881 1.1156 6.2643
H -1.4778 -2.3565 4.9977
H -1.5486 -1.1090 6.2443
H 0.0137 -1.5867 5.5590
H -3.1443 -1.0281 4.1227
H -2.4491 -0.6096 2.5708
H -2.8743 0.6737 3.7346
H 0.7396 1.5548 2.6959
H 2.4413 0.9263 3.8841
H 2.5774 1.1870 5.6139
H 1.9025 2.4649 4.5979
H -0.9868 0.9753 6.2665
H 0.2896 2.1667 6.4772
H 0.5367 0.5084 7.0506
*
```

Values from the calculation:
Gap between HOMO and LUMO, eV: 6.79
Total energy, Eh: -4063.5056

Löwdin atomic charge list, values in e, 99 entries: number 1, Ir, carries 0.887; number 2, O, carries -0.358; number 3, S, carries 0.794; number 4, C, carries -0.376; number 5, C, carries -0.046; number 6, C, carries -0.008; number 7, C, carries -0.008; number 8, C, carries -0.031; number 9, C, carries -0.337; number 10, P, carries 0.966; number 11, C, carries -0.348; number 12, C, carries -0.091; number 13, C, carries -0.047; number 14, C, carries -0.034; number 15, C, carries -0.048; number 16, C, carries -0.091; number 17, C, carries -0.344; number 18, C, carries -0.078; number 19, C, carries -0.032; number 20, C, carries -0.023; number 21, C, carries -0.057; number 22, C, carries -0.151; number 23, C, carries -0.348; number 24, C, carries -0.019; number 25, C, carries -0.006; number 26, C, carries -0.008; number 27, C, carries -0.022; number 28, C, carries -0.337; number 29, P, carries 0.974; number 30, C, carries -0.355; number 31, C, carries -0.078; number 32, C, carries -0.037; number 33, C, carries -0.029; number 34, C, carries -0.045; number 35, C, carries -0.093; number 36, C, carries -0.374; number 37, C, carries -0.056; number 38, C, carries -0.029; number 39, C, carries -0.013; number 40, C, carries -0.051; number 41, C, carries -0.104; number 42, H, carries 0.128; number 43, H, carries 0.131; number 44, H, carries 0.130; number 45, H, carries 0.120; number 46, H, carries 0.113; number 47, H, carries 0.125; number 48, H, carries 0.126; number 49, H, carries 0.126; number 50, H, carries 0.089; number 51, H, carries 0.113; number 52, H, carries 0.124; number 53, H, carries 0.126; number 54, H, carries 0.104; number 55, H, carries 0.070; number 56, H, carries 0.120; number 57, H, carries 0.132; number 58, H, carries 0.130; number 59, H, carries 0.119; number 60, H, carries 0.119; number 61, H, carries 0.126; number 62, H, carries 0.128; number 63, H, carries 0.125; number 64, H, carries 0.075; number 65, H, carries 0.115; number 66, H, carries 0.127; number 67, H, carries 0.129; number 68, H, carries 0.096; number 69, H, carries 0.082; number 70, O, carries -0.435; number 71, P, carries 0.601; number 72, N, carries -0.174; number 73, C, carries -0.176; number 74, C, carries -0.143; number 75, C, carries -0.152; number 76, C, carries -0.178; number 77, N, carries -0.185; number 78, C, carries -0.159; number 79, C, carries -0.145; number 80, C, carries -0.134; number 81, C, carries -0.156; number 82, N, carries -0.181; number 83, C, carries -0.206; number 84, C, carries -0.150; number 85, C, carries -0.145; number 86, C, carries -0.165; number 87, H, carries 0.087; number 88, H, carries 0.077; number 89, H, carries 0.120; number 90, H, carries 0.122; number 91, H, carries 0.113; number 92, H, carries 0.126; number 93, H, carries 0.105; number 94, H, carries 0.125; number 95, H, carries 0.097; number 96, H, carries 0.137; number 97, H, carries 0.066; number 98, H, carries 0.125; number 99, H, carries 0.041

=====

Short version: relative energy (zero: lowest compared OMol25 entry of this formula, charge and spin) = 616.5, 148.8 kJ/mol, in the order given.